A structure of composition C23H28CaF6N6O6S3 in a non-equilibrium geometry, computed with ωB97M-V with the def2-TZVPD basis set.

The geometry in XYZ format:
```
73
Properties=species:S:1:pos:R:3:forces:R:3:mulliken_charge:R:1
Ca -0.515756 -0.937669 1.169495 -0.41 0.25 0.15 1.827
O 3.907621 -1.553615 1.225989 -0.36 -0.26 -0.23 -0.647
C 2.718978 -1.343755 1.389793 -0.56 0.71 0.00 0.002
N 1.630653 -1.590972 0.582026 1.46 -0.28 -0.38 -0.126
C 1.887604 -2.104013 -0.680315 -0.98 -0.24 0.53 0.070
O 2.892945 -2.079999 -1.355474 0.13 0.19 0.16 -0.644
C 0.649075 -2.796817 -1.245970 -2.02 0.37 -0.29 0.307
C 0.832064 -3.644468 -2.341910 -0.52 -0.19 -0.24 -0.668
C -0.247565 -4.379107 -2.873819 -0.42 -0.01 -0.72 -0.461
C -1.532585 -4.068275 -2.378761 1.04 -0.83 -0.35 -1.007
C -1.640504 -3.182209 -1.365077 0.93 2.07 2.59 -0.370
N -0.615628 -2.516944 -0.729056 1.56 -1.73 -1.83 0.140
C 2.329322 -0.644159 2.686614 0.83 0.32 1.71 0.677
C 3.365341 -0.182271 3.521109 -2.09 -0.06 0.62 -0.643
C 3.003097 0.345349 4.782874 1.99 -0.24 -1.95 -0.524
C 1.713626 0.467031 5.176312 -1.00 -0.15 0.37 -0.855
C 0.770681 -0.002748 4.317726 -1.50 -0.74 -2.22 -0.250
N 1.068496 -0.535868 3.103848 -0.68 -0.03 -0.01 -0.277
H 1.828412 -3.625731 -2.777504 -0.15 -0.50 0.18 0.479
H -0.138851 -5.145249 -3.710085 0.07 1.26 1.25 0.327
H -2.501066 -4.478579 -2.611954 0.26 -0.60 -0.78 0.492
H -2.598935 -2.993700 -0.912746 -0.29 0.18 -0.16 0.681
H 4.347912 -0.302388 3.146090 0.91 0.06 0.11 0.620
H 3.786069 0.717143 5.386906 0.72 0.27 0.73 0.461
H 1.391420 0.879973 6.111948 0.19 0.17 0.33 0.458
H -0.321543 0.033604 4.475450 0.74 0.10 0.35 0.451
F -4.764431 0.735155 3.382549 0.00 -0.40 -0.24 -0.176
C -4.084245 0.710236 2.261619 -0.07 0.28 -2.04 0.502
F -2.968006 1.441080 2.427440 -0.63 -0.22 -0.24 -0.218
F -4.869739 1.295004 1.248971 1.55 -1.20 1.79 -0.234
S -3.469977 -1.081020 1.716629 -1.61 0.28 -0.46 1.491
O -2.931250 -1.081153 0.356508 -0.18 0.88 0.52 -0.439
O -2.396161 -1.325850 2.663795 0.36 0.06 0.59 -0.913
N -4.753292 -1.887464 1.946801 -0.04 -0.10 0.21 -0.588
S -5.476908 -3.088239 1.151951 1.49 0.78 -1.82 0.952
O -5.256503 -3.016805 -0.288612 -0.28 -0.16 1.78 -0.577
O -6.765059 -3.272998 1.696941 -0.78 -0.06 0.24 -0.597
C -4.493145 -4.546376 1.709273 0.27 -0.06 -0.89 0.617
F -3.243643 -4.412107 1.175509 -0.51 -0.14 0.84 -0.148
F -4.454482 -4.630146 3.028546 0.35 0.00 -0.19 -0.212
F -5.013777 -5.672436 1.212685 0.07 0.31 0.19 -0.221
C -0.556502 4.274046 -4.002210 -0.50 -2.19 2.34 -0.969
C -1.976589 3.925204 -3.411544 0.30 0.84 0.21 -0.606
C -2.102186 3.039500 -2.107080 2.05 2.62 -0.35 -0.648
C -1.524793 1.658900 -2.144075 1.63 0.54 -0.61 -0.339
N -0.053285 1.516154 -1.881496 -0.13 0.22 1.28 0.147
C 0.540373 1.631805 -0.639586 -0.76 0.47 -1.91 0.023
S -0.453397 2.037860 0.724994 1.01 -0.93 -0.36 -0.255
N 1.889486 1.502147 -0.612120 -2.54 0.28 0.29 0.535
C 2.742957 1.139181 -1.732691 1.75 1.90 0.56 -0.964
C 4.105445 0.981929 -1.015038 0.15 -0.95 -1.34 -0.467
C 4.594871 2.326542 -0.379007 0.42 -2.24 -0.65 -0.454
C 4.355458 2.452046 1.115807 0.92 1.67 -1.22 -1.059
H -0.602385 4.633208 -4.985757 -0.25 0.54 -1.36 0.398
H 0.102629 3.367059 -3.985943 -0.40 0.79 -0.07 0.137
H -0.144218 5.022624 -3.353327 0.63 0.36 0.19 0.289
H -2.523057 3.399559 -4.196212 -0.33 0.22 -0.02 0.321
H -2.445569 4.952844 -3.202665 0.20 -1.66 -0.35 0.300
H -3.132511 2.983815 -1.890284 -1.35 -0.30 0.18 0.490
H -1.679504 3.597848 -1.229802 -0.20 -0.48 -0.75 0.273
H -1.731361 1.190495 -3.085029 0.17 -0.28 -0.77 0.595
H -2.049600 1.098284 -1.448886 -0.74 -1.29 1.61 -0.400
H 0.551804 1.296021 -2.658035 -0.13 0.09 0.00 0.304
H 2.220305 1.466834 0.344805 0.33 -0.07 -0.45 -0.529
H 2.960524 2.013452 -2.432317 -1.07 -0.85 0.59 0.382
H 2.348844 0.292736 -2.277693 0.23 -0.42 -0.02 0.530
H 4.863044 0.591964 -1.745318 -0.67 0.46 0.52 0.449
H 3.958090 0.152438 -0.330845 0.38 0.06 0.45 0.076
H 4.107451 3.115220 -0.943516 0.32 0.46 0.04 0.259
H 5.668059 2.248415 -0.580988 -0.08 0.86 0.08 0.380
H 3.309002 2.536773 1.235235 -1.07 0.19 0.88 0.446
H 4.821779 3.419344 1.404498 -0.35 -0.68 0.34 0.407
H 4.764572 1.634311 1.662004 0.28 -0.55 0.45 0.187
```
Positions in Å, forces in eV/Å.

total charge: 0
orbital gap: 0.32193 hartree
HOMO: -0.3382 Eh
DFT total energy: -4144.7115 Eh

A cluster of 2 separate species, C2H4N4O3 in total in a non-equilibrium geometry, computed with ωB97M-V with the def2-TZVPD basis set.

The geometry in XYZ format:
```
13
Properties=species:S:1:pos:R:3:forces:R:3:mulliken_charge:R:1
N -0.669887 -0.921193 -0.354662 -1.43 0.13 -0.06 -0.468
C -0.757276 0.190720 0.438095 -2.14 0.17 0.76 0.423
C -1.892191 0.727207 1.213794 2.55 -0.63 -1.53 -0.321
N -1.453055 1.755900 1.835773 -2.34 0.69 1.24 -0.333
O -0.189482 1.914063 1.554201 0.40 0.89 0.57 -0.021
N 0.194624 0.987652 0.697980 3.21 -0.53 -0.90 -0.248
H -1.550089 -1.077364 -0.888754 1.61 -0.14 0.35 0.241
H 0.238249 -1.069163 -0.774992 -0.37 -0.02 -0.33 0.243
H -2.867986 0.393543 1.187295 -1.83 -0.41 0.37 0.411
O 4.519904 1.065802 -1.164755 -3.68 -0.82 1.80 -0.303
N 3.472069 1.415229 -0.659675 1.62 1.94 -0.38 0.198
O 2.673525 0.491496 -0.019288 1.87 -2.03 -0.06 -0.347
H 2.049397 0.818882 0.703708 0.54 0.77 -1.84 0.526
```
Positions in Å, forces in eV/Å.

total charge: 0
orbital gap: 0.37746 hartree
HOMO: -0.3583 Eh
DFT total energy: -523.1608 Eh

The molecule C11H8 in a non-equilibrium geometry, computed with ωB97M-V with the def2-TZVPD basis set.

The geometry in XYZ format:
```
19
Properties=species:S:1:pos:R:3:forces:R:3:mulliken_charge:R:1
C -0.105957 3.054266 2.432361 0.83 -1.80 0.43 -0.911
C 0.142774 1.786353 2.100453 -1.87 6.86 2.21 0.323
C 0.247192 0.691190 1.514317 1.34 -4.74 -3.32 0.818
C -0.597747 0.066401 0.489469 -3.03 -0.75 -0.65 -1.180
C 0.066714 -1.013983 -0.081818 -2.61 2.65 0.99 0.767
C -0.333141 -1.998576 -0.962340 1.27 -2.85 -2.09 -0.628
C 0.609279 -2.918422 -1.423062 -3.79 1.64 -0.30 -0.515
C 1.890042 -2.758941 -1.064050 4.31 2.45 2.81 -0.349
C 2.347265 -1.793313 -0.148840 0.55 -2.72 -1.22 -0.850
C 1.356665 -0.966416 0.407415 3.23 0.26 1.39 1.107
C 1.513412 -0.019087 1.372465 2.13 -0.58 1.09 -1.156
H -0.687674 3.329494 3.329159 0.50 -0.16 -0.58 0.256
H 0.502345 3.798338 1.904114 -0.64 -0.07 0.09 0.248
H -1.709635 0.215441 0.310402 1.65 0.20 0.53 0.304
H -1.255717 -2.096686 -1.445944 -1.64 0.37 -0.05 0.412
H 0.415900 -3.640174 -2.193642 -0.62 -0.24 -0.07 0.361
H 2.630884 -3.304336 -1.549592 1.19 -1.25 -0.60 0.400
H 3.418425 -1.842975 0.182433 -1.22 0.47 -0.42 0.277
H 2.532711 0.150369 1.821401 -1.58 0.26 -0.24 0.316
```
Positions in Å, forces in eV/Å.

total charge: 0
orbital gap: 0.22461 hartree
HOMO: -0.2566 Eh
DFT total energy: -423.8065 Eh

A structure of composition C36H34AsN6PS7SbTi in a non-equilibrium geometry, computed with ωB97M-V with the def2-TZVPD basis set.

The geometry in XYZ format:
```
87
Properties=species:S:1:pos:R:3:forces:R:3:mulliken_spin:R:1
Ti 0.312034 -0.527452 2.965902 0.04 -0.51 0.10 1.811
N 3.714074 0.441552 3.558813 0.07 -0.01 -0.03 0.013
C 2.779936 1.419551 3.612112 -0.21 -0.40 -0.01 0.050
N 1.524216 1.250191 3.273961 0.18 0.65 0.08 -0.059
C 0.807972 2.418434 3.466193 -0.24 0.17 -0.18 0.009
C 1.521148 3.482028 3.896095 -0.09 -0.21 -0.04 0.005
S 3.163972 3.019634 4.126850 0.02 0.14 0.04 0.004
C -0.627517 2.402100 3.137400 0.18 0.04 0.02 0.025
C -1.496145 3.432402 3.257916 0.10 -0.20 0.00 -0.001
S -3.057551 2.954752 2.703324 0.00 0.13 0.01 0.004
C -2.426393 1.393966 2.326466 0.18 -0.40 -0.10 0.015
N -1.162884 1.229398 2.614233 0.00 0.40 -0.03 -0.047
N -3.179030 0.441926 1.701357 -0.05 0.09 -0.04 0.013
H 3.329387 -0.505547 3.531098 0.02 0.08 0.04 -0.006
H 4.495184 0.544026 4.187285 -0.06 -0.03 -0.03 0.001
H 1.174908 4.473369 4.117111 -0.02 0.10 0.02 0.000
H -1.309652 4.417102 3.641114 0.00 0.10 0.05 0.000
H -4.178726 0.506777 1.807210 0.05 0.00 0.03 -0.001
H -2.804316 -0.504528 1.790963 -0.01 -0.02 0.02 -0.007
S -1.710865 -2.112068 3.070407 -0.04 -0.01 0.23 -0.024
Sb 0.092070 -3.835245 4.197597 0.07 0.09 -0.01 -0.001
S 2.027495 -0.971491 0.825158 -0.59 0.23 0.01 -0.032
S 1.842154 -2.225938 3.924397 0.23 -0.27 0.10 -0.012
S 0.428004 -5.405496 2.589596 -0.07 0.01 -0.12 -0.002
S 1.046849 0.778084 6.522204 -0.10 -0.09 0.04 0.011
C -0.310620 -0.181132 6.095800 0.33 0.32 0.30 0.036
N -0.992989 -0.744240 7.163129 0.03 0.04 0.37 0.003
C -1.966073 -1.705560 6.983098 -0.03 0.00 -0.25 0.001
C -2.476958 -1.932265 5.774138 0.10 0.00 0.20 0.002
C -1.979987 -1.114974 4.626351 -0.01 0.26 -0.03 0.013
N -0.727360 -0.385508 4.882116 -0.58 -0.42 -0.28 -0.011
H -0.528206 -0.630086 8.049464 -0.08 -0.03 -0.11 -0.001
H -2.266606 -2.245046 7.870416 -0.03 -0.02 0.00 0.000
H -3.237732 -2.681139 5.614442 0.01 -0.05 -0.03 0.001
H -2.757838 -0.388773 4.336012 0.10 -0.06 -0.04 0.007
C 1.013318 -0.388137 -2.059806 0.04 0.32 -0.03 0.024
C 1.626272 -1.697529 -2.491709 0.15 -0.28 0.02 -0.002
As 2.070110 -1.842840 -4.405827 -0.03 -0.07 -0.10 0.002
C 0.268495 -1.722325 -5.163967 -0.06 -0.04 0.12 0.001
C -0.866800 -2.038915 -4.419524 0.02 0.03 -0.11 0.000
C -2.126588 -2.023466 -5.005744 0.04 0.00 0.05 0.000
C -2.270032 -1.692005 -6.342820 -0.04 -0.01 0.00 0.000
C -1.146110 -1.385443 -7.096135 0.01 0.01 -0.06 0.000
C 0.111333 -1.409289 -6.513330 0.05 0.01 -0.01 0.000
C 2.650908 0.006903 -4.654162 -0.04 -0.01 -0.03 0.001
C 3.979518 0.283969 -4.347018 0.05 0.04 0.00 0.000
C 4.462282 1.583864 -4.396832 0.00 0.01 -0.01 0.000
C 3.621787 2.621528 -4.771699 0.02 -0.01 0.01 0.000
C 2.299870 2.351835 -5.092046 -0.06 0.03 -0.02 0.000
C 1.815008 1.053149 -5.030785 0.00 0.00 0.04 -0.001
P 0.523534 -0.355208 -0.284741 0.71 -0.20 -0.92 0.107
C 0.161383 1.426917 -0.179344 -0.22 -0.06 0.22 -0.042
C -1.042659 2.028168 -0.540055 -0.01 0.00 0.05 0.058
C -1.172391 3.408169 -0.514754 0.13 0.02 0.04 -0.004
C -0.096213 4.204092 -0.142939 -0.11 -0.07 -0.04 0.009
C 1.104788 3.609496 0.209137 0.06 0.05 0.02 -0.008
C 1.234070 2.230656 0.197774 0.08 -0.05 -0.04 0.038
C -0.863906 -1.523100 -0.375564 -0.13 0.06 0.28 -0.067
C -2.062516 -1.257356 -1.039302 -0.03 0.07 -0.07 0.052
C -3.024398 -2.247018 -1.168565 0.10 -0.11 0.04 -0.002
C -2.785208 -3.519090 -0.660157 -0.04 0.06 -0.04 0.007
C -1.587737 -3.795708 -0.021900 0.03 -0.06 0.04 -0.006
C -0.629385 -2.803883 0.123960 -0.02 0.08 0.08 -0.008
H 0.126194 -0.133780 -2.650212 0.00 0.02 0.00 -0.002
H 1.728217 0.433397 -2.184632 -0.07 -0.09 -0.01 0.004
H 0.986907 -2.556560 -2.267536 0.01 0.05 0.06 0.001
H 2.559024 -1.875615 -1.949177 -0.06 0.02 -0.04 0.001
H -0.791123 -2.300110 -3.373238 0.02 -0.01 0.07 -0.001
H -2.991679 -2.271874 -4.404593 -0.03 -0.01 0.01 0.000
H -3.251610 -1.677323 -6.797635 -0.02 0.00 -0.02 0.000
H -1.248396 -1.131613 -8.143795 0.00 0.00 -0.01 0.000
H 0.978933 -1.172385 -7.120799 0.01 0.00 0.03 0.000
H 4.647888 -0.518186 -4.053393 -0.02 -0.03 0.00 0.000
H 5.494234 1.785253 -4.141320 0.03 0.01 0.01 0.000
H 3.994639 3.636023 -4.809409 0.01 0.04 0.00 0.000
H 1.634297 3.157498 -5.376539 0.01 0.01 0.00 0.000
H 0.773783 0.860527 -5.258165 0.01 0.01 -0.01 0.000
H -1.906043 1.438456 -0.802325 -0.02 -0.05 0.01 0.000
H -2.121037 3.855869 -0.776817 -0.04 0.04 -0.01 0.001
H -0.201296 5.280021 -0.121708 0.01 0.06 0.01 0.002
H 1.947529 4.216009 0.513382 0.02 0.03 0.01 0.000
H 2.165082 1.760011 0.495435 -0.05 0.04 0.00 0.003
H -2.266913 -0.288788 -1.474417 0.06 -0.03 0.01 0.004
H -3.956332 -2.024830 -1.671377 -0.05 0.02 -0.02 0.000
H -3.537535 -4.290695 -0.756462 -0.03 -0.02 0.00 0.001
H -1.382342 -4.765331 0.412512 -0.01 -0.04 0.01 0.000
H 0.286918 -3.032205 0.660303 -0.03 0.00 -0.01 0.007
```
Positions in Å, forces in eV/Å.

total charge: -1
orbital gap (spin up / spin down): 0.17684 / 0.21775 hartree
spin multiplicity: 3
HOMO (spin up / spin down): -0.1065 / -0.1478 Eh
DFT total energy: -8175.2173 Eh